Entry 1:
{
  "formula": "C2H11N2O2",
  "method": "ωB97M-V/def2-TZVPD",
  "largest_force_ev_per_a": 2.74,
  "de_lowest_ev": 1.114,
  "mol_weight_g_mol": 95.12,
  "e_lumo_ha": -0.1259,
  "orbital_gap_ev": 11.5,
  "total_charge": 1,
  "elements": ["C", "N", "C", "N", "H", "H", "H", "H", "H", "H", "H", "H", "H", "O", "H", "H", "O"],
  "coordinates": [[-0.7242, 1.5541, 1.1373], [0.6510, -0.1183, -1.9708], [-0.0374, 0.6169, -1.0791], [0.2501, 0.8070, 0.1802], [-1.5877, 0.8287, 1.5071], [-1.0554, 2.4222, 0.5869], [-0.1692, 1.9154, 2.0220], [1.6391, -0.3490, -1.9155], [0.0504, -0.7195, -2.5282], [-1.0201, 1.0213, -1.4375], [1.1629, 0.5864, 0.4902], [-2.8285, -2.2272, 0.6106], [-3.3660, -0.8201, 0.6273], [-2.7387, -1.4073, 0.1708], [2.8072, -1.7600, 1.4313], [3.3821, -0.3357, 1.3457], [2.6447, -0.8938, 1.0098]],
  "forces_ev_per_a": [[0.1, -1.8, 0.1], [-0.4, 0.5, 0.3], [-1.0, -0.6, 0.2], [-1.9, 1.8, -0.2], [2.0, 1.5, -1.1], [-0.5, 0.0, 0.0], [-0.1, -0.4, -0.6], [-0.4, -0.2, 0.5], [0.4, 0.5, -0.4], [0.8, -0.7, 0.5], [1.0, -0.9, 0.7], [-0.1, -1.5, 0.7], [0.2, -0.4, -0.3], [-0.1, 1.9, -0.4], [-0.2, 0.5, -0.3], [-0.6, -0.6, -0.3], [0.9, 0.3, 0.6]],
  "lowdin_charge": [0.015, 0.165, -0.146, 0.057, 0.124, 0.077, 0.092, 0.131, 0.134, 0.177, 0.093, 0.018, 0.049, -0.051, 0.068, 0.071, -0.073]
}


Entry 2:
{
  "formula": "C4H8O2",
  "method": "ωB97M-V/def2-TZVPD",
  "largest_force_ev_per_a": 1.42,
  "de_lowest_ev": 6.199,
  "mol_weight_g_mol": 88.11,
  "e_lumo_ha": [0.0322, 0.0094],
  "orbital_gap_ev": [8.1, 6.7],
  "elements": ["O", "C", "C", "C", "C", "O", "H", "H", "H", "H", "H", "H", "H", "H"],
  "coordinates": [[0.2685, -1.0171, -1.1618], [0.9394, 0.4887, -1.0444], [-0.0238, 1.3110, -0.3902], [-1.0293, -0.7958, 0.3687], [-0.2768, -0.0211, 1.4217], [-0.2267, 1.3363, 0.9949], [0.9594, -1.7401, -1.1394], [1.8764, 0.2581, -0.5199], [1.1239, 0.7933, -2.0775], [-0.5521, 2.1056, -0.9103], [-1.9346, -0.3394, -0.0235], [-1.1021, -1.8775, 0.5111], [0.7368, -0.4485, 1.5500], [-0.7589, -0.0534, 2.4206]],
  "forces_ev_per_a": [[1.4, 0.2, -0.3], [0.0, -1.0, -0.2], [-0.3, 0.3, 0.4], [-0.6, 0.0, 0.8], [-0.1, -0.3, 0.1], [0.2, -0.4, -0.7], [-0.6, 0.8, -0.1], [-0.3, 0.1, -0.1], [-0.1, -0.1, 0.3], [0.2, -0.2, 0.1], [0.2, -0.1, 0.1], [0.1, 0.3, -0.1], [-0.2, 0.2, -0.1], [0.1, 0.1, -0.4]],
  "lowdin_charge": [-0.174, -0.121, -0.172, 0.028, -0.257, -0.118, 0.094, 0.109, 0.103, 0.112, 0.080, 0.077, 0.117, 0.122]
}


Entry 3:
{
  "formula": "H22O11",
  "method": "ωB97M-V/def2-TZVPD",
  "largest_force_ev_per_a": 13.59,
  "de_lowest_ev": 4.631,
  "mol_weight_g_mol": 198.17,
  "e_lumo_ha": -0.0246,
  "orbital_gap_ev": 10.7,
  "smiles": "O.O.O.O.O.O.O.O.O.O.O",
  "elements": ["O", "H", "H", "O", "H", "H", "O", "H", "H", "O", "H", "H", "O", "H", "H", "O", "H", "H", "O", "H", "H", "O", "H", "H", "O", "H", "H", "O", "H", "H", "O", "H", "H"],
  "coordinates": [[0.4581, 1.9152, -1.8301], [0.1446, 1.4361, -2.6094], [0.1869, 1.5594, -0.9775], [4.4952, -1.0643, 0.8047], [3.8280, -1.3826, 0.0712], [4.1475, -0.1898, 0.9353], [-1.8050, -2.9191, -2.6978], [-0.8866, -2.9847, -2.3957], [-2.0213, -1.9759, -2.3713], [2.4404, -2.6746, 2.2149], [2.6403, -3.4358, 2.5755], [3.2567, -2.3526, 1.8851], [-0.3295, -2.1031, 0.7280], [0.6312, -2.2548, 0.7634], [-0.4859, -1.5673, 1.4586], [1.8646, -0.4541, -0.4796], [1.3153, -0.5247, 0.3820], [1.3923, 0.0034, -1.0932], [-1.3324, -0.2742, -4.1497], [-0.5404, -0.4707, -4.7478], [-2.0208, -0.8659, -4.4351], [-1.7247, 4.4362, -0.9292], [-1.4623, 3.9606, -0.1077], [-1.0462, 4.2302, -1.5540], [-5.1173, -0.1913, 2.4544], [-4.7817, -0.3315, 1.7256], [-4.3558, 0.3780, 2.8600], [-2.2048, 1.6592, 1.9170], [-2.2949, 1.5071, 2.7829], [-1.6111, 1.3269, 1.2709], [2.5398, 1.5072, 1.9697], [3.0144, 2.2541, 1.5139], [1.6652, 1.8434, 2.0651]],
  "forces_ev_per_a": [[0.6, 0.6, -0.1], [-0.5, -0.3, 0.7], [-0.4, -0.3, -0.7], [-1.9, -1.8, -2.3], [2.0, 0.9, 1.9], [-0.2, 0.8, 0.4], [-0.2, 2.4, 0.9], [-0.2, -0.2, -0.1], [0.4, -2.2, -0.8], [-2.8, 5.4, -2.5], [1.3, -6.2, 3.0], [1.5, 1.1, -0.6], [0.9, -1.1, -2.1], [-0.3, -0.4, 0.1], [-0.7, 1.3, 2.2], [1.2, -2.5, 4.9], [1.3, 0.4, -2.5], [-2.2, 2.1, -2.7], [2.3, 0.3, -0.9], [-1.9, 0.3, 1.2], [-0.3, -0.5, -0.3], [-0.4, -0.3, 1.6], [-0.4, 0.6, -0.9], [0.7, -0.3, -0.7], [-2.5, 4.1, 12.7], [4.9, -2.6, -12.1], [-2.5, -1.5, -0.7], [-1.6, 2.7, -5.1], [0.8, -1.7, 4.6], [0.9, -1.1, 0.6], [1.7, 0.8, -0.9], [-0.6, -1.2, 0.7], [-1.1, 0.4, 0.3]],
  "lowdin_charge": [-0.040, 0.044, 0.025, -0.091, 0.086, -0.005, -0.101, 0.028, 0.065, 0.037, -0.041, -0.004, -0.031, 0.014, -0.008, -0.037, 0.072, -0.054, -0.084, 0.087, 0.018, -0.059, 0.037, 0.000, 0.028, -0.133, 0.092, 0.026, -0.029, 0.021, -0.050, 0.081, 0.006]
}


Entry 4:
{
  "formula": "C24H44NdP2",
  "method": "ωB97M-V/def2-TZVPD",
  "largest_force_ev_per_a": 5.71,
  "de_lowest_ev": 10.587,
  "mol_weight_g_mol": 538.80,
  "e_lumo_ha": [-0.1719, -0.1708],
  "orbital_gap_ev": [2.8, 2.8],
  "s2": 4.02,
  "spin_multiplicity": 4,
  "total_charge": 1,
  "elements": ["Nd", "C", "C", "C", "C", "C", "C", "H", "H", "H", "C", "H", "H", "H", "C", "H", "H", "H", "C", "H", "H", "H", "C", "H", "H", "H", "C", "C", "C", "C", "C", "C", "C", "C", "H", "H", "H", "H", "H", "H", "H", "H", "H", "H", "H", "H", "P", "C", "C", "P", "C", "C", "C", "H", "H", "H", "H", "H", "H", "H", "H", "H", "H", "H", "H", "H", "H", "C", "H", "H", "H"],
  "coordinates": [[0.7362, 0.6788, -0.4064], [-0.9419, -1.3271, 2.8376], [-1.6272, -1.6880, 1.6474], [0.1041, -3.1665, 1.9525], [0.1221, -2.2460, 3.0280], [-0.9621, -2.8100, 1.0846], [-1.2297, -0.1834, 3.7230], [-2.1697, 0.3067, 3.4399], [-0.4213, 0.5680, 3.6802], [-1.3161, -0.5166, 4.7703], [1.1190, -2.2107, 4.1141], [0.7211, -1.6710, 4.9810], [2.0426, -1.7008, 3.7961], [1.3917, -3.2278, 4.4251], [1.0827, -4.2448, 1.7282], [1.4530, -4.6242, 2.6891], [1.9466, -3.8835, 1.1492], [0.6225, -5.0707, 1.1712], [-1.2910, -3.4511, -0.2030], [-2.3766, -3.6127, -0.2902], [-0.7849, -4.4208, -0.2904], [-0.9722, -2.8294, -1.0625], [-2.8485, -1.0395, 1.1254], [-3.7581, -1.4553, 1.5959], [-2.9452, -1.1914, 0.0418], [-2.8441, 0.0407, 1.3356], [1.4868, 2.6448, 0.5475], [0.2690, 3.3393, 0.0644], [-1.0076, 2.7813, -0.6462], [-0.9434, 1.9427, -1.9776], [-0.9545, 0.3508, -1.9755], [0.1025, -0.2492, -2.9293], [1.6489, -0.1663, -2.7075], [2.1507, 1.1884, -2.2688], [-1.4809, 3.7068, -1.0229], [-0.1270, 2.3078, -2.6247], [-1.7316, 2.3305, 0.0657], [1.8283, 2.0042, -2.9240], [2.3184, 2.3079, -0.1697], [0.4320, 4.3313, -0.3914], [3.1960, 1.2362, -1.9283], [1.9940, -0.9978, -2.0490], [-0.0528, 0.3051, -3.8739], [2.1144, -0.3879, -3.6884], [-1.8609, 2.1849, -2.5403], [-1.8897, 0.0874, -2.4763], [0.2538, 4.0377, 2.0320], [1.2004, 5.5243, 2.2443], [-1.3280, 3.5112, 2.6701], [-0.3309, -2.1071, -3.7683], [1.4299, 2.7028, 1.9751], [-1.8574, -1.6717, -4.6768], [0.8808, -2.0412, -5.1351], [2.2382, 5.2236, 2.4574], [0.7969, 6.0887, 3.1004], [1.1688, 6.1404, 1.3350], [-2.0310, 3.1425, 1.8980], [-1.8278, 4.3436, 3.1974], [-1.1460, 2.7053, 3.4033], [1.1617, -1.0124, -5.3934], [0.4107, -2.5203, -6.0017], [1.7731, -2.6211, -4.8589], [2.0521, 2.1851, 2.7023], [-1.1702, -0.1934, -0.9976], [-2.6573, -2.3450, -4.3332], [-1.6792, -1.8460, -5.7445], [-2.1458, -0.6260, -4.5081], [2.4162, -1.0389, 0.3561], [3.4304, -0.7206, 0.0598], [2.2423, -2.0585, -0.0223], [2.3729, -1.0741, 1.4610]],
  "forces_ev_per_a": [[3.0, -4.1, 2.6], [0.4, -0.4, -0.8], [1.1, 0.6, 0.1], [-0.8, 0.9, 0.0], [-0.5, -0.1, -1.0], [0.8, 0.2, 0.8], [-0.2, 0.4, 0.6], [0.1, 0.0, 0.2], [-0.2, -0.1, 0.2], [-0.1, 0.3, -0.2], [0.3, 0.0, 0.4], [0.2, -0.1, 0.0], [-0.1, -0.1, 0.2], [0.0, 0.3, 0.1], [0.3, -0.4, -0.1], [0.0, -0.1, -0.3], [-0.1, -0.2, 0.1], [0.2, 0.0, 0.2], [-0.3, -0.2, -0.5], [0.2, -0.1, -0.1], [-0.2, 0.2, -0.2], [-0.2, -0.4, 0.2], [-0.7, 0.0, -0.1], [0.1, 0.2, -0.2], [-0.1, 0.1, 0.1], [-0.2, -0.1, -0.1], [1.7, 0.5, 2.3], [-0.6, 3.9, 1.1], [-0.8, 0.6, -0.1], [-0.6, 0.2, -0.4], [-2.4, -0.9, -1.7], [0.2, -1.4, -2.2], [0.3, -0.8, -0.6], [-0.3, 0.8, 1.3], [0.0, -0.4, 0.5], [-0.3, -0.2, 0.5], [0.4, 0.0, -0.3], [0.5, -0.2, -0.1], [-0.6, 0.5, 0.9], [0.6, -0.7, -0.6], [-0.2, -0.1, -0.7], [-0.1, 0.6, -0.1], [-0.1, 0.3, 0.4], [-0.4, -0.2, 0.6], [0.3, 0.1, 0.4], [0.0, 0.1, 0.1], [-0.2, -4.1, -3.5], [-0.3, 1.1, 0.7], [-1.0, 1.0, 1.6], [0.5, 1.1, 1.7], [0.5, -0.7, -2.3], [-0.3, 0.0, 0.0], [0.3, 0.0, 0.0], [-0.5, 0.0, -0.1], [0.2, 0.1, -0.3], [-0.1, -0.1, 0.3], [0.7, 0.3, 0.2], [0.0, -0.4, -0.1], [-0.1, 0.3, -0.3], [0.0, -0.2, -0.2], [0.2, 0.1, 0.1], [-0.2, 0.3, -0.2], [0.0, 0.4, -0.1], [-0.1, 0.4, -0.8], [0.1, 0.4, -0.2], [-0.2, 0.2, 0.2], [-0.1, -0.2, -0.2], [-0.4, 0.8, 0.1], [-0.1, -0.2, 0.1], [0.0, 0.3, 0.1], [0.1, -0.1, -0.3]],
  "lowdin_charge": [1.632, -0.249, -0.266, -0.240, -0.240, -0.234, -0.080, 0.064, 0.052, 0.086, -0.050, 0.070, 0.075, 0.079, -0.048, 0.076, 0.069, 0.073, -0.058, 0.084, 0.075, 0.020, -0.082, 0.094, 0.062, 0.052, -0.404, -0.311, -0.211, -0.202, -0.358, -0.428, -0.381, -0.277, 0.132, 0.103, 0.102, 0.048, 0.098, 0.112, 0.054, 0.080, 0.103, 0.104, 0.135, 0.110, 1.019, -0.160, -0.168, 0.943, -0.161, -0.306, -0.323, 0.082, 0.075, 0.077, 0.062, 0.071, 0.055, 0.043, 0.041, 0.046, 0.093, 0.072, 0.039, 0.039, 0.030, -0.285, -0.030, -0.034, -0.043]
}


Entry 5:
{
  "formula": "C35H35GeN7O4Sn",
  "method": "ωB97M-V/def2-TZVPD",
  "largest_force_ev_per_a": 1.71,
  "de_lowest_ev": 0.000,
  "mol_weight_g_mol": 809.03,
  "e_lumo_ha": [-0.3431, -0.3403],
  "orbital_gap_ev": [4.3, 4.4],
  "total_charge": 2,
  "elements": ["Sn", "C", "C", "N", "C", "C", "C", "C", "C", "C", "C", "N", "C", "C", "C", "C", "C", "C", "C", "C", "N", "C", "H", "H", "H", "H", "H", "H", "H", "H", "H", "H", "H", "H", "C", "C", "C", "C", "Ge", "C", "C", "C", "C", "H", "H", "H", "H", "H", "H", "H", "H", "H", "H", "H", "H", "H", "H", "H", "H", "H", "H", "H", "O", "C", "O", "C", "C", "C", "C", "C", "C", "N", "O", "O", "H", "H", "H", "H", "N", "C", "N", "C", "N"],
  "coordinates": [[-1.5180, -0.5589, 0.8322], [-0.0796, -4.8578, 2.6818], [-0.3392, -3.4923, 2.5335], [-1.3549, -3.0137, 1.8435], [-2.1782, -3.8699, 1.2243], [-1.9510, -5.2705, 1.2393], [-0.8796, -5.7554, 2.0185], [-2.7746, -6.1176, 0.4663], [-3.7529, -5.5807, -0.3450], [-4.0224, -4.2206, -0.3364], [-3.3326, -3.3483, 0.5249], [-3.6042, -2.0609, 0.7615], [-4.7699, -1.4370, 0.6162], [-6.0106, -2.0451, 0.3217], [-7.1618, -1.2939, 0.1465], [-7.1566, 0.0707, 0.3606], [-5.9858, 0.7133, 0.8195], [-5.9847, 2.0600, 1.2382], [-4.8398, 2.5830, 1.7880], [-3.6845, 1.7966, 1.8146], [-3.6474, 0.5578, 1.3627], [-4.7749, -0.0179, 0.9263], [0.7487, -5.1841, 3.2887], [0.3052, -2.7552, 2.9934], [-0.7058, -6.8189, 2.0910], [-2.5946, -7.1827, 0.4722], [-4.3210, -6.2230, -0.9981], [-4.7281, -3.8127, -1.0439], [-6.0839, -3.1222, 0.2791], [-8.0842, -1.7823, -0.1308], [-8.0604, 0.6527, 0.2488], [-6.8953, 2.6359, 1.1572], [-4.8155, 3.5850, 2.1845], [-2.7582, 2.1770, 2.2262], [5.5745, -2.6689, -2.4221], [4.1505, -2.1380, -2.3639], [3.5069, -2.3079, -0.9904], [2.2048, -1.5222, -0.8723], [2.5750, 0.4272, -0.5753], [3.1169, 1.6786, -2.0474], [4.5087, 2.2361, -1.7540], [4.9161, 3.3203, -2.7572], [5.1023, 2.8081, -4.1760], [5.9770, -2.5618, -3.4254], [5.6127, -3.7215, -2.1560], [6.2164, -2.1213, -1.7369], [3.5417, -2.6485, -3.1122], [4.1622, -1.0735, -2.6237], [4.2060, -1.9784, -0.2157], [3.3104, -3.3668, -0.8145], [1.6078, -1.8549, -0.0123], [1.5989, -1.6547, -1.7727], [3.3439, 0.6427, 0.7244], [2.3885, 2.4866, -2.1410], [3.1143, 1.1132, -2.9796], [5.2401, 1.4242, -1.7787], [4.5245, 2.6653, -0.7463], [5.8638, 3.7372, -2.4064], [4.1778, 4.1258, -2.7452], [5.7869, 1.9633, -4.1976], [5.5165, 3.6007, -4.7946], [4.1577, 2.5117, -4.6279], [-1.1934, 1.7392, -0.1318], [0.0240, 1.9112, -0.1123], [0.7988, 0.8725, -0.0110], [0.5736, 3.2787, -0.1297], [-0.1476, 4.2814, -0.7821], [0.2757, 5.5928, -0.7052], [1.4065, 5.8898, 0.0426], [2.1489, 4.9025, 0.6772], [1.7290, 3.5890, 0.5877], [1.8003, 7.2872, 0.2038], [1.0472, 8.1148, -0.2417], [2.8405, 7.4904, 0.7763], [-1.0351, 4.0194, -1.3367], [-0.2653, 6.3918, -1.1900], [3.0223, 5.1809, 1.2491], [2.2582, 2.8106, 1.1215], [-0.8909, 0.1071, 2.8126], [-0.6725, -0.4026, 3.8632], [-0.3177, -0.8248, 4.9561], [-0.6693, -1.7435, 5.7836], [-0.9366, -2.6200, 6.4800]],
  "forces_ev_per_a": [[0.3, 0.5, 0.4], [-0.1, -0.3, -0.1], [0.2, 0.0, 0.1], [-0.5, 0.3, 0.1], [0.2, -0.5, 0.0], [0.0, 0.2, -0.1], [0.1, 0.3, 0.2], [0.2, 0.4, 0.2], [-0.4, 0.2, -0.3], [-0.1, -0.3, -0.1], [0.2, 0.0, 0.0], [-0.1, -0.2, 0.5], [-0.2, 0.2, -0.2], [-0.3, 0.1, -0.2], [-0.1, -0.2, -0.1], [0.4, -0.1, 0.2], [0.4, -0.1, -0.1], [0.3, 0.0, 0.2], [-0.3, 0.0, -0.1], [0.1, 0.3, 0.1], [0.4, -0.5, -0.1], [-0.5, 0.2, 0.0], [0.1, 0.0, 0.1], [0.1, 0.0, 0.1], [0.0, -0.1, 0.0], [0.0, -0.1, 0.0], [0.0, -0.1, -0.1], [-0.1, 0.0, 0.0], [0.0, 0.1, 0.0], [0.0, -0.1, 0.1], [-0.1, 0.0, 0.0], [0.0, 0.1, 0.0], [0.0, 0.1, 0.0], [0.0, 0.1, -0.1], [-0.1, 0.1, -0.1], [0.2, 0.0, 0.2], [0.0, 0.0, -0.1], [0.1, 0.8, 0.1], [-0.4, -0.2, -0.8], [-0.2, -0.7, 0.6], [-0.2, 0.3, -0.1], [0.3, -0.2, 0.2], [-0.1, 0.2, 0.0], [0.1, 0.0, -0.1], [0.0, -0.1, 0.0], [0.1, 0.0, 0.1], [-0.1, 0.1, -0.1], [0.0, 0.0, -0.1], [0.1, -0.1, 0.0], [0.1, -0.1, 0.1], [0.1, 0.1, -0.1], [0.0, 0.1, 0.0], [0.1, 0.0, 0.1], [-0.1, -0.1, 0.1], [-0.1, 0.0, 0.0], [0.1, 0.0, 0.1], [0.1, -0.1, 0.0], [-0.1, 0.1, 0.0], [0.0, 0.0, 0.1], [0.1, -0.1, -0.1], [0.1, 0.0, -0.1], [-0.1, -0.1, -0.1], [-0.8, -0.3, 0.4], [0.3, 0.0, 0.0], [0.3, -0.1, 0.1], [0.2, 0.4, 0.0], [0.2, -0.2, 0.1], [0.1, 0.2, 0.1], [-0.3, -1.0, -0.1], [0.0, 0.3, 0.0], [-0.2, -0.1, -0.1], [0.1, -0.1, -0.1], [-0.2, 0.5, -0.2], [0.4, 0.3, 0.2], [-0.1, 0.0, 0.0], [0.0, 0.0, 0.0], [0.0, 0.0, 0.0], [0.1, 0.0, 0.0], [-0.6, 0.1, -1.4], [0.0, -0.1, 0.1], [0.9, 1.3, -0.6], [-0.5, -1.2, 0.6], [-0.1, -0.3, 0.4]],
  "lowdin_charge": [1.431, 0.015, -0.074, 0.030, -0.150, -0.119, 0.051, 0.074, -0.007, 0.045, -0.197, 0.086, -0.172, 0.063, -0.005, 0.073, -0.119, 0.053, 0.018, -0.066, 0.018, -0.131, 0.129, 0.117, 0.138, 0.143, 0.130, 0.128, 0.120, 0.132, 0.143, 0.139, 0.129, 0.123, -0.099, -0.279, -0.302, -0.296, 1.053, -0.279, -0.302, -0.264, -0.103, 0.077, 0.078, 0.076, 0.116, 0.086, 0.103, 0.113, 0.043, 0.077, 0.014, 0.068, 0.063, 0.107, 0.093, 0.113, 0.108, 0.078, 0.078, 0.067, -0.071, -0.559, -0.247, -0.146, 0.017, 0.036, -0.116, 0.038, -0.007, -0.359, 0.113, 0.113, 0.126, 0.130, 0.132, 0.105, -0.017, -0.351, 0.127, -0.370, 0.138]
}